# 1
Entry from the OMol25 dataset: a molecular structure, C33H30N4P2S3Tl (the ωB97M-V functional and the def2-TZVPD basis).

Charge = -1
Energy relative to the best compared isomer or geometry (same formula, charge and spin) = 0.00 kJ/mol
LUMO level = 2.11 eV
HOMO level = -3.56 eV

Element x y z (Å)
Tl 0.546 2.048 0.893
C -0.815 6.339 2.679
C -1.115 4.925 2.278
N -0.581 3.913 2.815
N 0.290 3.977 3.829
C 0.714 2.769 4.360
N 1.727 2.900 5.273
S 0.029 1.328 3.979
C -2.002 4.577 1.126
C -2.783 5.519 0.470
C -3.646 5.101 -0.534
C -3.709 3.759 -0.846
C -2.847 2.892 -0.181
N -1.999 3.289 0.759
H -0.688 6.408 3.762
H -1.615 7.022 2.402
H 0.107 6.686 2.203
H 0.762 4.835 4.075
H 2.363 3.676 5.151
H 2.183 2.020 5.458
H -2.726 6.567 0.734
H -4.260 5.819 -1.064
H -4.383 3.377 -1.601
H -2.825 1.839 -0.433
S -0.329 1.441 -2.055
P -0.410 -0.345 -1.124
C 0.184 -0.404 0.476
P 1.732 -1.060 0.794
S 2.746 -0.173 2.267
C 2.918 -1.168 -0.614
C 3.291 -2.355 -1.236
C 4.206 -2.345 -2.284
C 4.747 -1.149 -2.728
C 4.365 0.046 -2.124
C 3.462 0.033 -1.072
C 1.571 -2.838 1.274
C 2.679 -3.564 1.717
C 2.534 -4.869 2.166
C 1.274 -5.462 2.193
C 0.166 -4.740 1.773
C 0.318 -3.432 1.319
C -2.210 -0.746 -1.015
C -2.814 -0.874 0.230
C -4.195 -1.045 0.328
C -4.976 -1.079 -0.817
C -4.376 -0.951 -2.067
C -3.002 -0.784 -2.163
C 0.121 -1.612 -2.347
C 0.894 -1.261 -3.449
C 1.267 -2.223 -4.379
C 0.873 -3.545 -4.214
C 0.116 -3.906 -3.107
C -0.257 -2.943 -2.178
H 2.864 -3.294 -0.910
H 4.489 -3.278 -2.759
H 5.462 -1.143 -3.543
H 4.776 0.986 -2.473
H 3.171 0.959 -0.591
H 3.652 -3.087 1.721
H 3.400 -5.424 2.508
H 1.161 -6.482 2.544
H -0.819 -5.192 1.807
H -0.538 -2.843 1.004
H -2.185 -0.817 1.112
H -4.656 -1.154 1.303
H -6.050 -1.206 -0.742
H -4.985 -0.977 -2.964
H -2.532 -0.657 -3.132
H 1.188 -0.226 -3.571
H 1.865 -1.936 -5.235
H 1.153 -4.292 -4.948
H -0.191 -4.937 -2.970
H -0.845 -3.227 -1.312

Atoms 1-3, force components in eV/Å:
Tl 0.478 -0.354 -0.221
C -0.065 0.027 -0.015
C 0.038 0.272 -0.329

# 2
Entry from the OMol25 dataset: a molecular structure, C33H31AsCl3N6O4V (the ωB97M-V functional and the def2-TZVPD basis).

Charge = -1
Energy relative to the best compared isomer or geometry (same formula, charge and spin) = 0.00 kJ/mol
LUMO level (alpha / beta) = 2.28 / 2.28 eV
HOMO level (alpha / beta) = -3.69 / -4.67 eV
Spin multiplicity = 4
Expectation value of S² = 3.762

Element x y z (Å)
V -0.243 0.257 -0.284
Cl -0.925 -5.084 -4.654
C -0.412 -4.101 -3.310
C -1.155 -2.965 -3.002
C -0.761 -2.149 -1.949
N -1.361 -0.936 -1.588
C -2.527 -0.514 -2.066
O -3.376 -1.090 -2.757
C -2.740 0.968 -1.758
C -3.808 1.640 -2.337
C -3.874 3.018 -2.230
C -2.855 3.689 -1.569
C -1.837 2.946 -0.998
N -1.797 1.614 -1.054
C 0.374 -2.505 -1.171
C 1.091 -3.645 -1.488
C 0.701 -4.438 -2.563
Cl 1.640 -5.857 -2.933
N 0.617 -1.663 -0.075
C 0.683 -2.222 1.138
O 1.157 -3.306 1.485
C -0.109 -1.420 2.163
C -0.220 -1.864 3.473
C -1.081 -1.213 4.337
C -1.840 -0.157 3.855
C -1.705 0.196 2.525
N -0.867 -0.420 1.691
H -2.040 -2.724 -3.567
H -4.534 1.054 -2.882
H -4.695 3.566 -2.677
H -2.841 4.768 -1.495
H -1.016 3.407 -0.460
H 1.941 -3.926 -0.886
H 0.379 -2.712 3.773
H -1.170 -1.529 5.368
H -2.534 0.379 4.488
H -2.293 0.998 2.096
C 4.654 2.171 -1.646
C 3.321 1.653 -2.068
C 2.819 1.311 -3.307
C 1.507 0.855 -3.072
N 1.235 0.922 -1.775
N 2.343 1.404 -1.186
C 0.519 0.319 -4.053
H 5.218 2.501 -2.516
H 5.231 1.395 -1.140
H 4.553 3.014 -0.961
H 3.331 1.374 -4.252
H 2.285 1.571 -0.186
H 0.627 0.817 -5.017
H -0.497 0.460 -3.689
H 0.664 -0.753 -4.202
Cl -2.135 7.005 4.349
C -1.301 5.611 3.706
C -1.929 4.824 2.757
C -1.250 3.730 2.240
C 0.028 3.410 2.679
C 0.624 4.202 3.653
C -0.027 5.315 4.160
C 0.759 2.186 2.150
O 1.431 1.545 2.957
O 0.570 1.936 0.909
H -2.930 5.067 2.428
H -1.722 3.112 1.488
H 1.605 3.925 4.019
H 0.439 5.945 4.906
C 4.664 0.992 2.168
As 3.377 -0.441 1.758
C 4.708 -1.714 1.052
C 3.261 -1.205 3.555
H 5.417 0.657 2.884
H 4.125 1.846 2.578
H 5.167 1.296 1.248
H 5.619 -1.743 1.654
H 4.960 -1.440 0.026
H 4.253 -2.705 1.033
H 4.251 -1.309 4.002
H 2.790 -2.185 3.474
H 2.637 -0.556 4.168

Atoms 1-3, force components in eV/Å:
V 0.068 0.186 0.134
Cl -0.005 0.000 -0.001
C -0.005 -0.019 -0.014

# 3
Entry from the OMol25 dataset: a molecular structure, C33H31Cl2MnN4O4S2 (the ωB97M-V functional and the def2-TZVPD basis).

Charge = 0
Energy relative to the best compared isomer or geometry (same formula, charge and spin) = 0.00 kJ/mol
LUMO level (alpha / beta) = -0.51 / -0.27 eV
HOMO level (alpha / beta) = -7.64 / -7.66 eV
Spin multiplicity = 5
Expectation value of S² = 6.065

Element x y z (Å)
Mn 0.275 -0.441 -0.481
Cl -2.409 -7.260 -0.289
C -1.718 -5.684 -0.046
C -1.382 -5.276 1.249
C -0.837 -4.036 1.457
Cl -0.427 -3.537 3.064
C -0.592 -3.122 0.394
O -0.087 -1.967 0.661
C -0.942 -3.575 -0.903
C -0.725 -2.757 -2.065
O -0.239 -1.631 -2.100
C -1.500 -4.848 -1.104
H -1.553 -5.936 2.088
H -1.017 -3.209 -3.024
H -1.758 -5.161 -2.108
C -5.716 -1.390 4.623
C -4.891 -0.837 3.493
C -5.347 0.233 2.731
C -4.574 0.761 1.706
C -3.337 0.201 1.437
C -2.857 -0.865 2.186
C -3.637 -1.376 3.208
S -2.372 0.833 0.094
O -2.362 -0.154 -0.968
O -2.866 2.152 -0.194
N -0.854 0.807 0.611
C -0.387 1.495 1.707
C -1.089 2.405 2.466
C -0.499 2.992 3.603
C 0.776 2.692 3.986
C 1.534 1.776 3.218
C 2.857 1.405 3.537
C 3.517 0.514 2.743
C 2.865 -0.011 1.613
N 1.636 0.307 1.283
C 0.960 1.186 2.074
H -6.748 -1.045 4.565
H -5.310 -1.074 5.585
H -5.717 -2.480 4.610
H -6.319 0.664 2.942
H -4.919 1.600 1.117
H -1.877 -1.275 1.981
H -3.260 -2.205 3.796
H -2.096 2.678 2.184
H -1.082 3.698 4.181
H 1.221 3.142 4.864
H 3.331 1.833 4.413
H 4.530 0.205 2.961
H 3.367 -0.715 0.962
C 5.512 -2.540 -2.358
N 4.897 -1.254 -2.614
C 5.461 -0.210 -3.331
C 4.575 0.804 -3.315
N 3.485 0.372 -2.591
C 3.676 -0.885 -2.153
S 2.642 -1.847 -1.220
H 6.252 -2.737 -3.130
H 4.744 -3.310 -2.377
H 5.991 -2.552 -1.379
H 6.430 -0.293 -3.788
H 4.619 1.782 -3.758
H 2.629 0.894 -2.376
C 0.149 4.448 -2.495
C 0.405 3.184 -3.327
C 1.669 3.360 -4.175
C -0.802 2.908 -4.235
C 0.566 2.040 -2.414
C 0.641 1.095 -1.658
H -0.005 5.305 -3.155
H 0.997 4.657 -1.842
H -0.737 4.318 -1.873
H 1.545 4.203 -4.857
H 1.863 2.465 -4.772
H 2.535 3.559 -3.541
H -0.966 3.755 -4.904
H -1.699 2.754 -3.634
H -0.637 2.012 -4.835

Atoms 1-3, force components in eV/Å:
Mn 0.452 -0.057 0.010
Cl 0.001 -0.001 0.014
C 0.003 -0.018 0.031

# 4
Entry from the OMol25 dataset: a molecular structure, C33H31Cl68IO3P2 (the ωB97M-V functional and the def2-TZVPD basis).

Charge = 0
LUMO level = -0.25 eV
HOMO level = -7.45 eV

Element x y z (Å)
C -1.902 5.187 -2.242
C -1.527 3.762 -1.694
P -1.650 2.449 -2.999
C -0.386 2.644 -4.356
C -0.970 1.900 -5.611
C -1.639 0.732 -2.269
C -0.476 0.326 -1.267
C 0.443 1.443 -0.741
C 1.666 0.944 0.095
C 2.050 -0.542 -0.110
C 2.697 -0.846 -1.507
C 2.114 -2.244 -1.954
O 2.964 -2.865 -2.905
C 2.260 -3.635 -3.876
C -1.309 -0.479 -0.259
O -1.125 -1.507 0.290
O -2.477 0.293 -0.130
C -2.976 0.378 -1.480
I -4.639 1.801 -1.568
P -3.478 -1.330 -2.122
C -4.441 -2.127 -0.736
C -4.556 -1.152 -3.634
H -1.745 5.965 -1.459
H -1.274 5.443 -3.108
H -2.978 5.206 -2.482
H -2.207 3.561 -0.854
H -0.512 3.860 -1.260
H -0.356 3.714 -4.626
H 0.628 2.285 -4.106
H -0.201 1.695 -6.368
H -1.751 2.533 -6.067
H -1.495 0.987 -5.278
H -1.483 0.068 -3.138
H 0.164 -0.293 -1.919
H 0.776 2.078 -1.579
H -0.140 2.118 -0.084
H 1.532 1.179 1.164
H 2.537 1.544 -0.235
H 1.237 -1.257 0.089
H 2.835 -0.766 0.639
H 3.786 -1.003 -1.406
H 2.465 -0.058 -2.244
H 2.083 -2.859 -1.032
H 1.079 -2.100 -2.307
H 2.553 -3.270 -4.875
H 2.589 -4.686 -3.796
H 1.166 -3.613 -3.760
H -5.163 -1.409 -0.308
H -4.943 -3.039 -1.099
H -3.758 -2.444 0.068
H -5.492 -1.730 -3.553
H -3.986 -1.580 -4.477
H -4.777 -0.101 -3.876
C 3.472 -5.363 0.779
Cl 5.173 -5.026 0.438
Cl 2.489 -5.129 -0.684
Cl 3.308 -7.035 1.333
Cl 2.902 -4.265 2.046
C -7.213 -2.926 -4.056
Cl -6.496 -1.549 -4.914
Cl -8.944 -2.653 -3.807
Cl -6.983 -4.394 -5.017
Cl -6.416 -3.105 -2.484
C 5.911 -4.802 -4.112
Cl 6.949 -3.374 -4.261
Cl 5.127 -5.126 -5.666
Cl 6.894 -6.198 -3.644
Cl 4.679 -4.511 -2.876
C 3.427 2.504 -6.516
Cl 5.040 2.496 -7.243
Cl 2.252 3.117 -7.690
Cl 2.984 0.857 -6.040
Cl 3.428 3.547 -5.085
C -5.181 -3.882 2.818
Cl -3.517 -3.291 2.783
Cl -6.270 -2.563 2.367
Cl -5.350 -5.212 1.659
Cl -5.580 -4.461 4.446
C 4.426 -8.502 5.330
Cl 3.901 -10.006 4.557
Cl 3.760 -8.416 6.968
Cl 6.195 -8.467 5.409
Cl 3.851 -7.124 4.380
C -0.462 -1.942 5.042
Cl 0.975 -2.871 5.501
Cl -1.881 -2.606 5.865
Cl -0.250 -0.245 5.504
Cl -0.681 -2.012 3.287
C -0.659 5.661 1.694
Cl -2.277 5.059 1.309
Cl 0.350 4.330 2.282
Cl 0.079 6.349 0.234
Cl -0.786 6.901 2.947
C 7.175 -1.865 -0.490
Cl 6.492 -2.451 1.035
Cl 7.405 -0.109 -0.394
Cl 8.732 -2.657 -0.784
Cl 6.066 -2.238 -1.815
C 10.016 -1.205 3.182
Cl 9.807 -2.953 2.992
Cl 8.604 -0.529 4.010
Cl 11.472 -0.885 4.138
Cl 10.177 -0.454 1.588
C -2.936 2.405 7.056
Cl -1.280 2.989 6.801
Cl -4.079 3.661 6.556
Cl -3.202 0.948 6.090
Cl -3.180 2.033 8.770
C -9.073 1.422 -1.960
Cl -8.647 3.140 -1.970
Cl -10.622 1.190 -2.785
Cl -7.802 0.504 -2.780
Cl -9.196 0.847 -0.291
C -10.144 -3.407 2.593
Cl -9.992 -1.739 2.011
Cl -11.607 -3.552 3.580
Cl -10.244 -4.518 1.218
Cl -8.713 -3.801 3.549
C 1.172 10.325 3.611
Cl 1.334 12.017 3.116
Cl -0.249 10.147 4.654
Cl 0.981 9.300 2.182
Cl 2.616 9.818 4.498
C 5.987 7.249 5.878
Cl 5.213 6.667 7.360
Cl 6.342 8.976 6.035
Cl 7.492 6.357 5.608
Cl 4.896 6.996 4.508
C 2.658 4.085 6.315
Cl 1.674 2.650 5.982
Cl 2.613 4.439 8.049
Cl 4.330 3.785 5.816
Cl 2.011 5.464 5.413
C -1.347 -3.199 -4.280
Cl -1.169 -4.292 -5.660
Cl -1.013 -1.537 -4.796
Cl -2.999 -3.298 -3.652
Cl -0.207 -3.655 -3.006

Atoms 1-3, force components in eV/Å:
C -0.201 -0.512 0.449
C 1.069 1.124 0.164
P -1.893 0.577 -0.685

# 5
Entry from the OMol25 dataset: a molecular structure, C33H31IrN12O3 (the ωB97M-V functional and the def2-TZVPD basis).

Charge = +3
Energy relative to the best compared isomer or geometry (same formula, charge and spin) = 39.28 kJ/mol
LUMO level (alpha / beta) = -7.71 / -10.35 eV
HOMO level (alpha / beta) = -15.44 / -15.98 eV
Spin multiplicity = 2
Expectation value of S² = 0.789

Element x y z (Å)
Ir -0.959 -1.660 1.909
C 4.810 6.289 -8.330
O 4.453 4.890 -8.162
C 3.936 4.441 -7.066
C 3.640 3.043 -7.053
C 3.091 2.480 -5.951
C 2.807 3.270 -4.800
C 3.110 4.659 -4.820
C 3.661 5.243 -5.918
C 2.225 2.626 -3.665
N 1.929 1.329 -3.628
C 1.400 1.112 -2.410
C 1.363 2.283 -1.669
N 1.890 3.240 -2.475
C 0.855 2.320 -0.332
C 0.829 3.462 0.474
C 0.343 3.371 1.755
C -0.127 2.133 2.189
N -0.133 1.045 1.439
C 0.361 1.105 0.199
C 0.387 -0.148 -0.576
N -0.088 -1.312 -0.039
C 0.004 -2.419 -0.780
C 0.525 -2.468 -2.067
C 0.985 -1.309 -2.630
C 0.920 -0.136 -1.875
H 5.211 6.354 -9.334
H 5.569 6.560 -7.599
H 3.919 6.906 -8.235
H 3.867 2.471 -7.942
H 2.858 1.425 -5.923
H 2.907 5.280 -3.957
H 3.887 6.299 -5.922
H 2.010 4.214 -2.251
H 1.201 4.408 0.103
H 0.326 4.228 2.414
H -0.498 2.023 3.202
H -0.330 -3.326 -0.311
H 0.558 -3.413 -2.588
H 1.399 -1.279 -3.629
N -4.470 1.376 2.628
C -3.160 1.234 2.839
N -2.744 0.121 2.260
C -3.883 -0.376 1.707
N -4.950 0.358 1.906
C -3.893 -1.646 1.003
C -5.053 -2.133 0.407
N -5.093 -3.307 -0.199
C -3.971 -4.015 -0.192
C -2.804 -3.549 0.393
N -2.749 -2.343 0.979
H -5.089 2.111 2.941
H -2.584 1.943 3.406
H -5.959 -1.540 0.437
H -3.989 -4.992 -0.657
H -1.927 -4.170 0.444
N 0.809 -1.130 2.886
C 1.602 -2.235 3.494
C 1.887 -3.307 2.462
C 0.673 -4.176 2.214
O 0.676 -5.364 2.366
O -0.444 -3.565 1.793
H 1.397 -0.628 2.226
H 0.596 -0.452 3.614
H 1.029 -2.634 4.331
H 2.528 -1.820 3.891
H 2.696 -3.952 2.795
H 2.195 -2.838 1.521
C -2.954 -4.562 6.115
N -2.456 -3.390 5.387
C -2.194 -2.155 5.919
C -1.726 -1.386 4.900
N -1.702 -2.148 3.754
C -2.146 -3.355 4.087
H -3.146 -4.272 7.143
H -2.208 -5.353 6.097
H -3.879 -4.911 5.664
H -2.364 -1.931 6.957
H -1.440 -0.348 4.915
H -2.214 -4.200 3.423

Atoms 1-3, force components in eV/Å:
Ir -0.997 -0.060 0.048
C 0.001 0.007 0.002
O 0.011 -0.005 -0.019